The following is a quantum chemistry calculation of C37H51AsN4RuSe as an isolated structure, from OMol25.

Structure (ORCA input):
```
! RIJCOSX wB97M-V def2-TZVPD def2/J DEFGRID3
* xyz 1 2
Ru -0.089 0.440 1.820
N -1.562 1.978 2.203
C -2.203 1.839 3.524
C -1.079 1.593 4.504
N -0.348 0.382 4.096
C -0.894 -0.886 4.611
C -1.810 -1.503 3.577
N -1.051 -1.507 2.325
H -0.990 2.819 2.204
H -2.234 2.092 1.450
H -2.895 1.002 3.477
H -2.778 2.719 3.815
H -1.445 1.536 5.532
H -0.370 2.422 4.453
H 0.626 0.489 4.362
H -1.420 -0.745 5.558
H -0.053 -1.554 4.803
H -2.710 -0.913 3.424
H -2.126 -2.499 3.893
H -1.624 -1.794 1.537
H -0.279 -2.162 2.388
C 7.498 0.304 1.478
C 6.047 0.667 1.667
C 5.360 1.416 0.726
C 4.028 1.802 0.905
C 3.398 2.629 -0.191
C 3.372 1.401 2.071
Se 1.597 2.027 2.462
C 4.034 0.620 3.031
C 3.360 0.119 4.281
C 5.361 0.276 2.813
H 7.797 0.381 0.433
H 7.701 -0.712 1.818
H 8.140 0.973 2.055
H 5.870 1.725 -0.182
H 4.024 3.497 -0.408
H 2.404 2.983 0.067
H 3.324 2.050 -1.117
H 2.448 -0.436 4.035
H 3.078 0.939 4.947
H 4.025 -0.549 4.826
H 5.874 -0.323 3.560
C -4.241 4.514 -3.949
C -3.676 3.372 -3.145
C -4.323 2.151 -3.068
C -3.818 1.089 -2.324
C -4.649 -0.176 -2.293
C -2.590 1.237 -1.650
As -2.116 -0.405 -0.677
N -0.342 -0.108 -0.029
C 0.598 -1.130 0.088
C 1.894 -0.672 0.314
C 2.952 -1.568 0.567
C 2.713 -2.916 0.561
C 1.412 -3.404 0.305
C 0.378 -2.542 0.074
C -1.667 -1.567 -2.175
C -2.246 -2.842 -2.214
C -3.315 -3.328 -1.258
C -1.854 -3.743 -3.205
C -0.901 -3.419 -4.152
C -0.479 -4.401 -5.211
C -0.344 -2.143 -4.106
C -0.704 -1.209 -3.147
C -0.053 0.149 -3.234
C -1.928 2.478 -1.697
C -0.593 2.786 -1.062
C -2.492 3.513 -2.438
H -5.064 4.184 -4.581
H -3.478 4.959 -4.589
H -4.617 5.303 -3.294
H -5.262 2.013 -3.595
H -5.666 0.044 -2.614
H -4.715 -0.611 -1.292
H -4.248 -0.944 -2.955
H 2.073 0.384 0.198
H 3.949 -1.184 0.730
H 3.522 -3.614 0.733
H 1.235 -4.472 0.287
H -0.610 -2.939 -0.120
H -3.498 -2.659 -0.422
H -3.053 -4.310 -0.855
H -4.264 -3.447 -1.785
H -2.308 -4.729 -3.224
H -0.916 -5.384 -5.041
H 0.606 -4.509 -5.233
H -0.790 -4.064 -6.202
H 0.405 -1.869 -4.844
H 0.865 0.081 -3.818
H 0.199 0.558 -2.258
H -0.714 0.864 -3.729
H -0.387 2.198 -0.182
H -0.540 3.844 -0.802
H 0.226 2.585 -1.756
H -1.968 4.465 -2.468
*
```

Values from the calculation:
highest occupied orbital energy (alpha / beta): -9.83 / -10.01 eV
calculated total energy: -173919.8823 eV
expectation value of S²: 0.76
energy relative to the best compared isomer or geometry (same formula, charge and spin): 120.8 kJ/mol


The following is a quantum chemistry calculation of C37H51CdCl2I2N5OP2 as an isolated structure, from OMol25.

Structure (ORCA input):
```
! RIJCOSX wB97M-V def2-TZVPD def2/J DEFGRID3
* xyz 2 1
Cd -0.188 -0.989 -0.541
Cl 2.157 0.240 -1.672
C 2.505 -1.072 -2.837
Cl 1.359 -2.428 -2.689
H 3.502 -1.441 -2.650
H 2.413 -0.661 -3.829
I 1.598 3.868 -0.643
C -0.493 3.823 -0.953
I -1.184 1.989 -1.764
H -0.727 4.591 -1.679
H -0.991 4.001 -0.009
C 2.992 -2.759 0.238
P 1.582 -1.989 1.093
C 2.439 -0.531 1.902
N 3.733 -0.496 1.690
C 4.429 0.597 2.090
C 5.829 0.658 1.874
C 6.514 1.771 2.250
C 5.842 2.872 2.853
C 4.499 2.835 3.071
C 3.764 1.684 2.690
N 2.428 1.634 2.917
C 1.766 0.557 2.565
P -0.017 0.422 3.014
C -0.668 2.056 2.514
C -0.031 0.578 4.889
C 0.093 2.028 5.368
C 1.116 -0.230 5.507
C -1.389 0.009 5.327
C 1.055 -3.315 2.299
C -0.297 -3.020 2.957
C 0.904 -4.602 1.464
C 2.133 -3.489 3.376
H 3.709 -3.123 0.969
H 3.504 -2.012 -0.361
H 2.650 -3.572 -0.390
H 6.323 -0.194 1.418
H 7.584 1.827 2.092
H 6.413 3.743 3.148
H 3.969 3.657 3.540
H 0.023 2.857 2.769
H -1.626 2.225 3.009
H -0.841 2.058 1.442
H 0.996 2.510 4.990
H 0.142 2.025 6.462
H -0.771 2.635 5.087
H 2.089 0.211 5.272
H 1.132 -1.277 5.204
H 1.004 -0.215 6.596
H -2.224 0.571 4.891
H -1.485 0.081 6.416
H -1.498 -1.042 5.046
H -1.081 -2.833 2.226
H -0.263 -2.167 3.625
H -0.580 -3.896 3.547
H 0.241 -4.459 0.603
H 0.453 -5.373 2.095
H 1.857 -4.988 1.107
H 2.341 -2.554 3.904
H 3.071 -3.874 2.974
H 1.774 -4.213 4.116
C -5.903 -3.290 1.803
C -4.593 -2.764 1.281
C -3.756 -3.542 0.485
C -2.576 -3.011 0.012
N -2.169 -1.765 0.299
C -2.973 -1.005 1.063
C -4.172 -1.465 1.561
H -5.960 -4.374 1.730
H -6.729 -2.867 1.226
H -6.057 -2.999 2.842
H -4.020 -4.564 0.237
H -1.918 -3.608 -0.606
H -2.630 -0.004 1.284
H -4.777 -0.810 2.179
C -3.284 -1.984 -6.695
N -3.256 -1.665 -5.261
N -2.173 -1.030 -4.687
C -2.194 -1.274 -3.327
O -1.339 -0.745 -2.557
C -3.339 -2.069 -3.083
C -3.935 -2.310 -4.299
C -5.108 -3.172 -4.632
C -1.576 0.104 -5.336
C -0.273 0.465 -5.025
C 0.290 1.583 -5.624
C -0.431 2.336 -6.541
C -1.739 1.975 -6.834
C -2.320 0.870 -6.224
H -2.330 -1.720 -7.135
H -4.072 -1.438 -7.204
H -3.441 -3.052 -6.825
H -3.697 -2.385 -2.117
H -5.648 -3.425 -3.723
H -4.789 -4.105 -5.104
H -5.792 -2.669 -5.316
H 0.263 -0.119 -4.296
H 1.305 1.874 -5.372
H 0.017 3.199 -7.018
H -2.326 2.569 -7.525
H -3.358 0.637 -6.424
*
```

Values from the calculation:
highest occupied orbital energy: -12.98 eV
calculated total energy: -113071.5664 eV


> Which of these has the lowest calculated total energy?

C37H51AsN4RuSe


> Look up the calculated total energy of the first one.

-173919.8823 eV


> Among the records above, which one has the highest calculated total energy?

C37H51CdCl2I2N5OP2


> Number 2 is which compound?

C37H51CdCl2I2N5OP2